# 1
178
Properties=species:S:1:pos:R:3 method="wB97M-V/def2-TZVPD" total_energy_ha=-3815.68928 multiplicity=1 e_lumo_ev=3.188 homo_lumo_gap_ev=5.65 charge=-2 homo_energy_ev=-2.467
Hg 0.439 0.388 -1.264
C -0.111 -3.028 -4.103
C 0.040 -2.095 -2.971
C 0.496 -2.668 -1.573
O 0.582 -1.898 -0.675
C 0.562 -4.085 -1.364
C 0.268 -4.897 -2.408
C -0.105 -4.362 -3.792
O -0.375 -5.168 -4.812
O 0.143 -6.142 -2.151
O -0.189 -0.912 -3.069
H -0.249 -2.868 -5.162
H 0.760 -4.482 -0.379
C 0.117 4.622 -0.003
C 0.393 3.352 -0.594
C 0.934 3.162 -2.081
O 0.977 2.052 -2.612
C 1.289 4.389 -2.779
C 0.996 5.588 -2.177
C 0.344 5.709 -0.793
O 0.008 6.844 -0.302
O 1.190 6.558 -3.007
O 0.165 2.331 -0.017
H -0.327 4.656 0.981
H 1.710 4.341 -3.773
C -2.419 -0.566 1.252
C -2.608 -0.736 -0.292
C -4.161 -0.456 -0.598
O -4.267 -0.431 -2.107
C -4.417 -1.657 -2.617
N -1.884 0.306 -1.077
H -2.674 0.404 1.679
H -1.379 -0.765 1.512
H -3.079 -1.223 1.820
H -2.368 -1.781 -0.485
H -4.516 0.519 -0.264
H -4.819 -1.187 -0.129
H -3.657 -2.379 -2.317
H -4.503 -1.571 -3.700
H -5.351 -2.019 -2.188
H -2.272 1.175 -0.738
H -2.158 0.284 -2.049
C 4.846 5.246 0.242
C 3.502 5.369 0.957
C 2.925 4.273 1.866
O 3.813 4.082 2.987
C 3.347 3.328 4.010
N 3.526 6.613 1.655
H 4.944 4.227 -0.132
H 5.631 5.492 0.956
H 4.901 5.910 -0.621
H 2.901 5.405 0.048
H 2.903 3.346 1.293
H 1.928 4.554 2.206
H 3.329 2.295 3.662
H 2.356 3.635 4.345
H 3.960 3.334 4.912
H 3.935 6.385 2.550
H 2.604 6.842 1.997
C -4.155 -0.289 5.534
C -2.787 0.013 6.113
C -2.290 1.313 5.589
O -2.181 1.297 4.157
C -1.344 2.268 3.542
N -2.764 -0.152 7.562
H -4.970 0.356 5.862
H -4.398 -1.345 5.657
H -4.100 -0.235 4.447
H -2.001 -0.676 5.805
H -1.359 1.588 6.085
H -3.016 2.056 5.919
H -1.367 1.963 2.496
H -0.310 2.099 3.845
H -1.639 3.317 3.527
H -3.119 0.745 7.861
H -3.425 -0.853 7.864
C -3.218 -4.970 -0.610
C -2.419 -4.563 0.608
C -3.264 -4.411 1.911
O -4.107 -3.330 1.894
C -4.844 -3.328 3.086
N -1.175 -5.334 0.894
H -3.896 -5.808 -0.449
H -2.560 -5.274 -1.424
H -3.806 -4.175 -1.069
H -2.060 -3.572 0.331
H -2.538 -4.236 2.706
H -3.623 -5.430 2.054
H -5.698 -4.002 3.151
H -5.266 -2.327 3.168
H -4.183 -3.387 3.951
H -0.635 -5.455 0.049
H -0.595 -4.702 1.426
C -3.064 3.206 -2.676
C -3.654 3.964 -1.407
C -5.128 3.860 -1.207
O -5.812 4.356 -2.365
C -7.133 3.861 -2.673
N -2.959 3.482 -0.156
H -3.010 2.118 -2.651
H -2.111 3.613 -3.017
H -3.763 3.153 -3.511
H -3.143 4.926 -1.367
H -5.463 4.381 -0.309
H -5.367 2.808 -1.053
H -7.059 3.351 -3.633
H -7.884 4.644 -2.769
H -7.581 3.232 -1.903
H -3.374 3.899 0.664
H -2.027 3.866 -0.098
C 4.059 0.003 1.312
C 3.274 0.376 0.021
C 3.548 -0.629 -1.164
O 2.562 -0.308 -2.158
C 3.061 -0.329 -3.507
N 1.913 0.277 0.613
H 3.838 0.710 2.112
H 5.143 0.031 1.205
H 3.866 -0.988 1.724
H 3.593 1.372 -0.284
H 3.285 -1.682 -1.069
H 4.511 -0.538 -1.666
H 2.210 -0.054 -4.130
H 3.269 -1.317 -3.919
H 3.876 0.365 -3.711
H 1.877 -0.352 1.402
H 1.625 1.179 0.965
C 0.432 3.004 -7.912
C 0.077 2.542 -6.440
C -0.312 1.053 -6.307
O -1.533 0.756 -6.855
C -2.201 -0.411 -6.318
N 1.296 2.779 -5.630
H 1.170 2.402 -8.442
H 0.925 3.976 -7.934
H -0.510 3.116 -8.447
H -0.762 3.147 -6.095
H -0.256 0.820 -5.243
H 0.372 0.337 -6.763
H -2.856 -0.884 -7.050
H -2.559 -0.253 -5.300
H -1.357 -1.100 -6.276
H 1.391 3.784 -5.596
H 1.053 2.532 -4.681
C 1.290 0.037 5.493
C 1.636 -1.012 4.371
C 1.536 -2.502 4.875
O 2.040 -3.356 3.844
C 1.968 -4.690 4.126
N 0.826 -0.908 3.138
H 0.292 0.008 5.931
H 1.421 1.016 5.030
H 1.960 -0.124 6.338
H 2.682 -0.785 4.166
H 0.479 -2.686 5.069
H 2.188 -2.698 5.727
H 2.042 -5.012 5.165
H 2.877 -5.173 3.769
H 1.011 -5.038 3.737
H -0.168 -0.937 3.313
H 0.972 -1.758 2.612
C 3.705 -3.944 0.434
C 4.531 -4.416 -0.794
C 5.834 -5.081 -0.476
O 6.784 -4.322 0.375
C 7.317 -3.167 -0.167
N 3.598 -5.164 -1.642
H 3.382 -4.795 1.034
H 2.897 -3.292 0.102
H 4.358 -3.299 1.020
H 4.834 -3.564 -1.402
H 6.321 -5.433 -1.386
H 5.657 -5.901 0.220
H 6.523 -2.485 -0.472
H 7.942 -3.329 -1.045
H 7.942 -2.753 0.624
H 3.489 -6.021 -1.119
H 2.725 -4.655 -1.632

# 2
174
Properties=species:S:1:pos:R:3 method="wB97M-V/def2-TZVPD" total_energy_ha=-3382.54865 multiplicity=1 e_lumo_ev=0.444 homo_lumo_gap_ev=9.40 de_lowest_kcal_mol=44.4 homo_energy_ev=-8.959
C 2.371 1.767 3.596
O 2.106 2.454 4.571
N 3.536 1.185 3.402
C 3.885 0.615 2.075
C 4.519 1.358 4.441
H 1.595 1.559 2.861
H 4.222 -0.409 2.086
H 4.652 1.159 1.511
H 3.028 0.710 1.410
H 4.058 1.350 5.419
H 5.275 0.576 4.371
H 5.079 2.315 4.410
C -2.913 1.083 4.133
O -3.518 0.358 3.339
N -2.853 2.426 4.114
C -3.839 3.217 3.425
C -1.828 3.021 4.936
H -2.338 0.666 5.013
H -4.510 2.499 2.928
H -3.422 3.948 2.788
H -4.417 3.748 4.205
H -1.314 2.263 5.515
H -1.014 3.536 4.331
H -2.216 3.754 5.637
C 1.765 -2.963 1.508
O 0.854 -2.849 2.341
N 3.085 -3.148 1.747
C 4.048 -3.385 0.659
C 3.416 -3.552 3.109
H 1.474 -2.887 0.445
H 4.885 -2.700 0.745
H 3.430 -3.210 -0.221
H 4.440 -4.375 0.655
H 4.351 -3.024 3.490
H 2.579 -3.295 3.753
H 3.693 -4.620 3.230
C -1.985 -4.616 -0.142
O -1.908 -5.259 -1.176
N -2.219 -5.123 1.078
C -1.891 -4.290 2.223
C -2.103 -6.537 1.242
H -1.898 -3.517 -0.159
H -1.775 -3.224 1.892
H -0.853 -4.469 2.539
H -2.580 -4.404 3.053
H -2.502 -6.785 2.285
H -2.650 -6.991 0.408
H -1.085 -6.878 1.163
C 0.134 1.537 -4.484
O -0.584 0.938 -3.708
N 0.572 0.916 -5.585
C 1.609 1.528 -6.367
C 0.313 -0.545 -5.647
H 0.364 2.605 -4.301
H 1.805 2.518 -5.963
H 1.341 1.543 -7.400
H 2.534 0.879 -6.228
H -0.463 -0.759 -4.909
H -0.083 -0.728 -6.672
H 1.265 -1.033 -5.439
C 0.347 1.287 -0.442
O 1.287 1.795 0.119
N -0.562 0.455 0.101
C -1.637 -0.038 -0.699
C -0.470 -0.132 1.471
H 0.074 1.637 -1.397
H -2.581 0.230 -0.241
H -1.596 -1.107 -0.791
H -1.586 0.454 -1.695
H 0.497 0.140 1.946
H -1.208 0.355 2.122
H -0.419 -1.182 1.518
C 4.677 2.492 -0.999
O 5.657 1.790 -0.890
N 4.289 3.156 -2.121
C 4.952 2.923 -3.401
C 2.925 3.632 -2.224
H 4.070 2.703 -0.090
H 5.986 2.618 -3.234
H 4.796 3.816 -4.010
H 4.404 2.193 -3.984
H 2.595 3.124 -3.140
H 2.335 3.434 -1.295
H 2.900 4.683 -2.375
C -1.618 5.237 -3.039
O -0.754 4.573 -3.583
N -1.979 5.084 -1.744
C -3.142 5.834 -1.215
C -1.538 3.893 -1.049
H -2.197 6.069 -3.556
H -2.895 6.366 -0.294
H -3.889 5.036 -1.040
H -3.527 6.380 -2.093
H -2.056 3.023 -1.468
H -0.466 3.787 -1.211
H -1.748 4.103 -0.001
C 1.857 5.751 1.311
C 1.261 7.157 1.557
C -0.236 6.933 1.268
O -0.530 5.620 1.708
C 0.697 4.843 1.808
H 2.889 5.653 1.666
H 1.867 5.636 0.211
H 1.626 7.975 0.921
H 1.432 7.523 2.582
H -0.376 6.985 0.209
H -0.924 7.658 1.880
H 0.637 3.878 1.265
H 0.973 4.577 2.870
C 1.260 -1.382 6.457
C 0.386 -2.617 6.026
C -0.984 -2.096 5.580
O -1.081 -0.813 6.159
C 0.197 -0.187 6.355
H 2.166 -1.256 5.895
H 1.548 -1.491 7.508
H 0.163 -3.292 6.867
H 0.893 -3.144 5.268
H -1.701 -2.600 6.161
H -1.257 -2.170 4.534
H 0.074 0.386 7.258
H 0.522 0.432 5.506
C -3.334 -1.736 -3.645
C -4.102 -0.437 -3.813
C -5.553 -0.876 -3.813
O -5.546 -2.180 -4.368
C -4.459 -2.836 -3.716
H -2.848 -1.819 -2.706
H -2.569 -1.844 -4.417
H -3.815 0.095 -4.769
H -3.958 0.367 -3.021
H -6.227 -0.217 -4.405
H -5.907 -0.911 -2.751
H -4.151 -3.680 -4.365
H -4.747 -3.081 -2.703
C 1.184 -4.249 -4.030
C 1.232 -5.491 -3.080
C 1.504 -4.938 -1.682
O 1.156 -3.556 -1.804
C 0.619 -3.225 -3.099
H 0.687 -4.520 -4.955
H 2.177 -4.017 -4.339
H 1.903 -6.233 -3.445
H 0.179 -5.854 -3.098
H 2.551 -4.833 -1.459
H 0.961 -5.425 -0.877
H 0.897 -2.210 -3.328
H -0.482 -3.229 -3.156
C 3.830 -1.298 -2.591
C 4.880 -0.948 -3.693
C 4.057 -0.225 -4.746
O 2.779 0.294 -4.047
C 2.808 -0.127 -2.635
H 4.303 -1.604 -1.647
H 3.430 -2.267 -2.878
H 5.187 -1.857 -4.163
H 5.720 -0.348 -3.384
H 3.813 -0.911 -5.523
H 4.524 0.637 -5.211
H 1.703 -0.386 -2.507
H 3.019 0.721 -2.029
C -4.344 -1.979 1.075
C -5.108 -2.875 2.081
C -6.556 -2.628 1.740
O -6.662 -1.421 1.014
C -5.405 -0.863 1.023
H -4.415 -2.482 0.094
H -3.328 -1.683 1.380
H -4.830 -2.497 3.059
H -4.843 -3.907 1.988
H -7.149 -2.579 2.709
H -6.944 -3.555 1.243
H -5.324 -0.221 1.894
H -5.302 -0.310 0.128